The following is a DFT calculation (wB97M-V/def2-TZVPD) of a molecular structure, C16H38BrF6NOPSSiZr.

Geometry (Å):
Zr  2.45  0.35  3.66
N  0.26  0.87  4.45
H  -0.46  0.69  3.75
H  0.20  1.87  4.63
H  -0.07  0.42  5.30
F  2.89  2.03  4.33
P  6.89  0.71  2.95
F  4.36  0.05  3.13
F  8.34  1.07  2.80
F  6.60  0.65  4.41
F  6.71  -0.61  2.29
F  6.11  1.79  2.29
O  2.53  -0.94  5.25
S  2.94  -1.16  6.75
C  1.36  -1.46  7.61
C  1.49  -2.83  8.27
C  2.23  -3.70  7.27
C  3.46  -2.90  6.86
H  0.62  -1.47  6.81
H  1.18  -0.63  8.29
H  0.50  -3.21  8.51
H  2.04  -2.75  9.21
H  1.61  -3.92  6.40
H  2.54  -4.65  7.70
H  3.91  -3.15  5.90
H  4.23  -2.90  7.63
C  0.11  1.58  -7.15
C  -0.97  1.00  -8.09
C  -0.79  -0.51  -8.21
C  -0.89  1.68  -9.49
Si  -2.61  1.73  -7.57
Br  1.38  0.56  1.38
C  -4.35  0.42  -7.66
C  -4.21  0.39  -9.17
C  -5.58  1.08  -7.13
C  -3.89  -0.78  -6.89
C  -3.09  3.55  -7.31
C  -3.91  3.73  -6.02
C  -3.87  3.99  -8.56
C  -1.79  4.37  -7.19
H  1.07  1.19  -7.50
H  -0.01  1.24  -6.11
H  0.17  2.66  -7.17
H  0.20  -0.68  -8.65
H  -1.50  -0.99  -8.88
H  -0.80  -1.01  -7.24
H  0.14  1.54  -9.83
H  -1.06  2.76  -9.48
H  -1.54  1.21  -10.23
H  -4.42  1.35  -9.66
H  -5.01  -0.29  -9.51
H  -3.28  -0.05  -9.53
H  -5.84  2.01  -7.63
H  -5.58  1.19  -6.05
H  -6.40  0.38  -7.37
H  -3.02  -1.28  -7.30
H  -4.73  -1.50  -6.94
H  -3.76  -0.58  -5.82
H  -4.91  3.32  -6.10
H  -4.00  4.80  -5.85
H  -3.41  3.31  -5.14
H  -4.82  3.47  -8.69
H  -3.28  3.91  -9.48
H  -4.11  5.05  -8.42
H  -1.22  4.14  -6.29
H  -2.11  5.41  -7.12
H  -1.14  4.31  -8.07

For the LUMO energy (alpha / beta), the calculation gives -11.1 / -13.5 eV. As for the expectation value of S²: 0.754. The calculation puts the HOMO energy (alpha / beta) at -0.6975 / -0.6975 hartree. As for the multiplicity: 2. The value obtained for the energy above the lowest of the compared OMol25 structures with the same formula, charge and spin is 0.0 kJ/mol. Its total charge is +4.

Formally, the Mulliken partial charges of the atoms, in units of the elementary charge, are as follows: Zr 1.98; N -0.72; H 0.36; H 0.33; H 0.27; F -0.54; P 1.14; F -0.55; F -0.08; F -0.01; F -0.04; F -0.04; O -0.54; S 0.43; C -0.47; C -0.71; C -0.56; C -0.64; H 0.22; H 0.45; H 0.35; H 0.33; H 0.28; H 0.37; H 0.41; H 0.44; C -1.63; C 1.90; C -1.94; C -1.49; Si -0.69; Br -0.44; C 1.62; C -1.48; C -1.62; C -1.41; C 1.84; C -1.65; C -1.62; C -1.74; H 0.49; H 0.42; H 0.42; H 0.53; H 0.39; H 0.48; H 0.49; H 0.41; H 0.37; H 0.36; H 0.51; H 0.43; H 0.40; H 0.44; H 0.51; H 0.40; H 0.47; H 0.42; H 0.40; H 0.50; H 0.42; H 0.37; H 0.38; H 0.51; H 0.45; H 0.55; H 0.41